Entry from OMol25: a cluster of 2 separate species, C5H16N3 in total in a non-equilibrium geometry (ωB97M-V with the def2-TZVPD basis set).

```
24
Properties=species:S:1:pos:R:3:forces:R:3
N -0.264659 1.049842 -0.239482 -0.47 0.40 0.64
N -1.399481 -2.402651 0.484266 -0.96 2.64 0.46
N 0.678302 -1.301962 0.386786 -0.06 0.34 0.69
C 0.109542 1.168332 -1.628223 0.66 -1.54 -1.31
C 2.148986 -1.491315 0.478545 -1.08 -0.42 -0.63
C -1.737160 1.187448 -0.128549 0.23 -0.11 0.21
C 0.309623 2.174964 0.461333 1.17 1.35 1.49
C -0.067395 -2.342032 0.501559 1.14 -0.78 0.18
H 0.236863 -0.189935 0.261097 0.08 -0.63 -0.49
H 0.457390 -3.304740 0.595842 -0.40 0.24 0.03
H 0.023600 3.120804 -0.030710 0.35 -0.24 -0.02
H 2.344061 -2.513693 0.810130 0.17 0.16 -0.09
H -2.249232 0.230062 -0.313907 0.16 0.38 -0.11
H -1.877053 -1.477772 0.659784 0.61 -1.53 -0.46
H -2.053380 1.922222 -0.888915 -0.27 -0.19 0.56
H -0.051615 2.300073 1.503586 0.04 -0.54 -0.57
H 2.579962 -0.802967 1.187216 0.09 0.31 0.05
H 2.510091 -1.353532 -0.534764 0.60 0.11 0.09
H -0.160354 2.122069 -2.044457 -0.25 0.56 -0.12
H -1.919188 1.529330 0.903181 -0.44 -0.14 -0.60
H 1.189386 1.021259 -1.818671 -0.42 0.07 0.45
H -1.818790 -3.124508 1.029865 -0.20 -0.72 -0.01
H -0.411902 0.380357 -2.188429 0.11 0.22 -0.02
H 1.422411 2.098352 0.552914 -0.87 0.07 -0.44
```
Forces are in eV/Å.

Computed properties:
HOMO level: -13.9 eV
Total charge: +1